No. 1
A 3-piece molecular cluster, C3H12O2S2 overall, computed with ωB97M-V with the def2-TZVPD basis set.

SMILES string = CCCSS.O.O
ΔE to the lowest compared entry with this formula, charge and spin = 67.3 kcal/mol
E_tot = -1068.25689 a.u.
net charge = 0

Geometry as XYZ:
```
19
Properties=species:S:1:pos:R:3:forces:R:3
C 1.50011 -0.30117 1.43070 1.55 1.67 0.72
C 0.28320 0.64875 0.94517 -0.74 -2.55 2.19
C 0.36847 1.23766 -0.45448 1.40 2.25 -1.10
S 0.77828 0.34286 -2.01451 0.42 -2.06 2.29
S -0.37430 -1.27200 -1.31606 0.98 -1.19 -0.71
H 2.52972 0.07938 1.05518 -1.74 -0.61 0.30
H 1.73181 -0.56815 2.55632 -1.20 1.36 -1.81
H 1.30559 -1.25750 1.05550 0.08 -1.43 -0.96
H 0.29496 1.47720 1.63480 -0.09 0.67 0.02
H -0.69407 0.08378 1.23690 1.61 0.92 -1.04
H 1.34550 1.90116 -0.30277 -2.48 -0.33 -0.92
H -0.58216 1.64859 -0.99539 1.55 0.45 2.58
H 0.63721 -2.06725 -0.76292 -0.89 0.80 -0.61
O -2.61478 -0.87779 2.79681 -0.32 -1.26 -1.07
H -2.26727 -0.18665 3.29546 1.99 2.05 1.02
H -3.45082 -0.86231 3.22937 -1.65 -0.78 0.06
O -0.30346 0.36142 -4.68268 -0.04 -1.45 1.65
H -0.20001 -0.54365 -5.02705 -0.11 0.53 -0.25
H -0.28799 0.15566 -3.68035 -0.30 0.96 -2.36
```
Forces are in eV/Å.

No. 2
C32H57HfN4OP2 as an isolated structure, computed with ωB97M-V with the def2-TZVPD basis set.

ΔE to the lowest compared entry with this formula, charge and spin = 85.0 kcal/mol
E_tot = -2277.48898 a.u.
net charge = +3

Geometry as XYZ:
```
97
Properties=species:S:1:pos:R:3:forces:R:3
C -1.09596 -2.49355 -1.70618 -0.43 -0.61 -0.29
C 1.15243 -1.77933 -1.64626 -0.22 -0.21 -0.44
C -0.75007 -3.61248 -2.45642 -0.70 0.68 0.58
C 1.54858 -2.96760 -2.28887 0.21 0.46 -0.09
C 0.59576 -3.88884 -2.66412 0.38 -0.27 -0.01
H -1.54809 -4.23937 -2.84306 0.24 0.03 -0.05
H 2.60192 -3.07384 -2.55162 -0.37 -0.14 0.00
H 0.89529 -4.79957 -3.17124 -0.04 0.08 -0.01
N -0.13624 -1.70557 -1.16006 0.82 1.53 -0.47
P -2.72195 -0.93197 -0.07951 -1.94 -0.72 -0.77
P 2.56054 0.58870 -0.49945 0.99 0.04 0.53
C -2.55409 -2.07666 -1.51954 0.46 -0.39 -0.25
H -2.96771 -1.58682 -2.42400 0.58 -0.25 0.35
H -3.13963 -3.00076 -1.39330 0.07 0.57 0.07
C 0.50622 2.13583 0.68136 2.08 6.02 1.14
O 0.88605 3.21758 0.93303 -1.67 -4.69 -1.00
C 2.01042 -0.59846 -1.73971 0.99 -1.24 0.29
H 2.89990 -0.90991 -2.29663 -0.39 0.09 0.06
C 3.82837 1.50177 -1.66532 -0.28 0.40 -0.12
C 3.57534 0.27276 1.15472 -0.45 -0.50 -0.57
C -3.99557 0.38158 -0.55015 0.00 -0.20 0.07
C -3.36057 -2.15737 1.19416 0.03 0.14 0.59
C 3.30654 2.93947 -1.57319 0.34 0.40 -0.21
H 3.31289 3.33306 -0.54690 0.09 -0.09 -0.27
H 3.94020 3.59101 -2.19352 -0.23 -0.02 0.16
H 2.27507 2.99738 -1.94685 0.29 0.05 0.13
C 5.32594 1.38496 -1.36670 0.31 0.04 0.28
H 5.65244 1.75714 -0.39458 0.04 -0.15 -0.37
H 5.67109 0.35095 -1.50495 -0.04 0.39 0.04
H 5.83877 1.98969 -2.13216 -0.18 -0.13 0.26
C 3.75122 1.00102 -3.11170 -0.47 -0.08 -0.11
H 4.26676 1.70668 -3.77996 -0.14 -0.11 0.34
H 4.24097 0.02268 -3.23909 -0.08 0.39 0.00
H 2.70772 0.90949 -3.41976 0.80 0.01 -0.23
C 4.02803 1.66526 1.64955 -0.04 0.00 -0.24
H 3.16950 2.34633 1.75236 0.28 -0.19 0.12
H 4.50177 1.54426 2.63768 -0.19 0.02 -0.29
H 4.75622 2.14998 0.98913 -0.36 -0.18 0.45
C 2.61767 -0.30110 2.20515 -0.02 -0.02 0.07
H 1.80056 0.39790 2.42252 0.25 -0.04 -0.01
H 2.18641 -1.26873 1.90072 0.16 0.15 0.06
H 3.16861 -0.45576 3.15040 -0.17 -0.01 -0.36
C 4.71608 -0.72322 0.93682 0.24 -0.07 0.21
H 5.50314 -0.35229 0.27361 -0.32 -0.18 0.33
H 5.18064 -0.91777 1.91910 -0.10 -0.05 -0.35
H 4.33420 -1.67604 0.53609 0.16 0.26 0.18
C -3.79990 -1.36613 2.43782 -0.21 -0.23 0.23
H -4.14314 -2.08405 3.20051 0.12 0.27 -0.19
H -2.97149 -0.78891 2.86954 -0.27 -0.05 -0.09
H -4.63809 -0.68690 2.22947 0.28 -0.24 0.12
C -2.20368 -3.10653 1.55708 0.04 -0.08 0.08
H -1.86829 -3.69489 0.69232 -0.07 0.08 0.21
H -1.33933 -2.57742 1.97395 -0.18 -0.19 -0.12
H -2.56305 -3.81331 2.32260 0.11 0.18 -0.28
C -4.53906 -3.02717 0.70416 -0.12 0.14 -0.09
H -4.88838 -3.62744 1.55886 0.16 0.17 -0.25
H -5.38609 -2.43102 0.35020 0.26 -0.37 0.17
H -4.24244 -3.72955 -0.08546 -0.15 0.14 0.31
C -3.68294 0.88724 -1.96914 0.04 -0.01 0.00
H -3.87262 0.11740 -2.72999 -0.01 0.32 0.17
H -4.34510 1.73947 -2.18867 0.21 -0.25 0.07
H -2.64429 1.23280 -2.07331 -0.25 -0.05 0.07
C -3.86747 1.54622 0.45150 -0.15 -0.14 0.08
H -2.87915 2.03512 0.41751 -0.07 -0.03 -0.11
H -4.62010 2.30551 0.19353 0.27 -0.11 0.12
H -4.05107 1.22976 1.48642 0.02 0.12 -0.25
C -5.42086 -0.18131 -0.53220 -0.21 0.28 -0.05
H -5.52257 -1.04920 -1.19733 -0.03 0.24 0.18
H -5.75448 -0.43994 0.48048 0.04 0.05 -0.35
H -6.09888 0.60077 -0.90586 0.14 -0.21 0.08
Hf -0.34344 0.14911 0.03886 0.10 -0.81 -1.95
N -0.09337 1.12928 -1.79290 1.20 -0.34 -0.23
C 0.72826 1.07899 -2.70101 -3.35 0.31 1.28
C 0.43343 1.89617 -4.04486 1.26 -0.24 -0.94
C 1.46471 1.73001 -5.15446 0.21 0.16 -0.37
C -0.90570 1.37135 -4.54833 -0.57 -0.64 0.28
C 0.30268 3.36525 -3.65403 0.00 0.26 0.47
H 2.41094 2.23749 -4.92214 -0.34 -0.30 -0.13
H 1.63162 0.67074 -5.40753 0.08 0.37 0.12
H 1.08216 2.21785 -6.06090 -0.03 -0.14 0.23
H -1.67557 1.52523 -3.78139 0.17 -0.18 -0.31
H -1.22692 1.92862 -5.43679 0.33 -0.10 0.14
H -0.83482 0.30000 -4.81588 -0.16 0.46 0.12
H -0.14900 3.92675 -4.47960 0.14 -0.23 0.02
H -0.36239 3.46482 -2.78549 0.22 0.13 -0.20
H 1.27921 3.81782 -3.44133 -0.34 -0.05 -0.04
C 0.02910 -1.37668 5.36705 0.25 -0.88 -0.39
N -0.50989 -0.27308 4.52888 -0.36 -0.64 0.04
C -1.01761 0.94848 5.20919 -0.44 0.69 -0.54
C -0.60915 -0.40158 3.26005 1.29 1.56 -1.14
N -0.49538 -0.27922 2.07991 -0.69 -0.68 3.06
H -0.05652 -1.06874 6.40295 0.02 -0.08 -0.02
H 1.08301 -1.56460 5.10981 -0.37 0.18 0.15
H -0.54535 -2.30148 5.19884 0.16 0.41 0.17
H -0.46970 1.83511 4.85502 -0.12 -0.37 0.16
H -2.09084 1.08329 5.00459 0.39 -0.11 0.16
H -0.85893 0.81350 6.27249 -0.02 0.04 -0.01
```
Forces are in eV/Å.

No. 3
C38H34As2EuN4O18S2 as an isolated structure, computed with ωB97M-V with the def2-TZVPD basis set.

multiplicity = 8
E_tot = -9019.87908 a.u.
net charge = -2
expectation value of S² = 15.7785

Geometry as XYZ:
```
99
Properties=species:S:1:pos:R:3:forces:R:3
Eu 0.70449 -0.15423 2.25109 0.48 -0.58 -0.46
O 1.72839 4.55835 8.15526 -0.01 -0.67 -0.91
C 1.92864 4.83882 6.93549 0.47 3.08 2.30
O 2.22992 6.00568 6.53712 -0.20 -1.41 -0.64
C 1.76504 3.74171 5.95738 -1.11 -1.73 -0.84
C 1.07800 2.55874 6.39550 0.70 0.69 -1.46
C 0.85244 1.56554 5.46255 0.94 0.14 0.65
N 1.35365 1.59117 4.21619 -0.99 -1.47 -0.35
C 1.98876 2.64307 3.76598 -0.31 2.06 2.54
C 2.14749 3.79139 4.62039 0.24 -0.73 -1.14
C 2.64190 2.57171 2.43632 1.72 -0.53 -1.09
O 3.46954 3.45974 2.15351 -1.16 -0.76 -0.22
O 2.41788 1.47546 1.77642 -0.19 1.12 -0.04
H 0.75742 2.44006 7.41262 -0.01 0.23 0.24
H 0.43388 0.62555 5.79305 -0.45 -0.10 -0.22
H 2.61586 4.64060 4.11473 -0.06 -0.10 0.77
O -2.30962 -3.14495 -0.83094 -0.81 -0.62 -0.61
C -1.60851 -4.00249 -1.54123 -0.17 -0.25 -0.49
C -2.30846 -4.79338 -2.49276 0.89 -0.20 0.41
C -1.59638 -5.67564 -3.27209 0.34 -0.75 -1.43
C -0.19325 -5.82231 -3.16438 -0.15 1.49 1.12
C 0.50367 -5.02208 -2.23367 -0.50 0.03 0.56
C -0.18733 -4.11932 -1.37601 -1.10 -0.38 -0.69
C 0.31860 -3.26294 -0.26724 0.00 0.54 0.78
O -0.40464 -2.28276 0.14144 1.16 0.27 -0.10
N 1.40717 -3.60276 0.37927 0.80 -1.50 -1.16
N 1.91608 -2.67486 1.17759 2.25 -0.24 2.57
C 2.64354 -3.17358 2.19950 -3.19 2.27 -1.88
S 2.28409 -4.69489 2.88233 -0.12 -1.91 0.14
C 2.39878 -4.24305 4.64246 0.66 -0.47 0.38
C 2.87956 -2.80011 4.83998 -0.49 0.01 0.78
S 3.31507 -2.03009 3.31604 1.19 1.38 -0.98
H -1.57006 -2.56589 -0.37851 -0.33 0.38 0.35
H -3.38376 -4.71540 -2.53941 -0.05 0.17 -0.11
H -2.07846 -6.24690 -4.12037 0.26 0.57 1.25
H 0.34862 -6.49239 -3.79958 0.14 -0.26 -0.26
H 1.59165 -5.11542 -2.12286 -0.45 0.03 -0.02
H 3.12093 -4.95284 5.09558 -0.40 0.44 -0.18
H 1.44034 -4.39945 5.14250 0.00 0.05 -0.29
H 3.77573 -2.77691 5.45519 -0.09 0.01 0.18
H 2.11731 -2.15258 5.29524 0.12 -0.48 0.11
O -1.13822 -1.19423 3.86462 -1.17 -0.22 0.05
C -2.01110 -0.82833 3.02147 0.95 0.51 -0.48
O -1.67318 -0.23503 1.95858 -1.02 0.12 0.16
C -3.52545 -1.01014 3.21362 -0.10 -0.70 -0.04
C -4.42630 -0.32855 2.39722 1.26 0.89 -0.18
C -5.78486 -0.39837 2.61699 -1.01 -1.26 -0.34
C -6.31281 -1.42282 3.42464 2.83 -0.22 0.90
C -5.38780 -2.16109 4.26953 -1.63 0.42 -1.02
C -4.04137 -1.93098 4.13849 0.89 0.51 -0.07
N -7.65715 -1.92531 3.32080 -1.31 -0.89 1.12
O -7.99930 -2.71523 4.23300 0.04 1.20 -1.58
O -8.37554 -1.62779 2.36634 0.88 -0.05 0.98
H -4.01555 0.26678 1.55311 -0.35 -0.18 0.96
H -6.42398 0.25202 2.04840 -0.37 -0.15 -0.27
H -5.77083 -2.92545 4.95002 0.12 0.29 -0.42
H -3.29232 -2.48902 4.68674 -0.22 -0.04 0.30
C -0.55441 -1.85082 -5.54390 -0.43 0.47 0.76
O -0.41432 -1.97282 -4.07282 -0.15 0.28 -0.73
C -0.46567 -0.88147 -3.22729 -1.78 1.27 0.48
O -1.34749 -0.74284 -2.37097 2.35 -0.69 -2.08
C 0.59157 0.17255 -3.41413 -0.07 -2.34 1.49
C 1.44412 0.48928 -4.42935 0.87 0.70 -2.56
As 0.82737 2.23337 -5.25590 0.81 -0.40 0.67
C 2.58679 3.14541 -5.67783 -0.75 -0.06 -0.32
C 0.34818 3.01728 -3.45451 0.35 0.40 1.34
C 0.25400 2.41689 -2.23920 -0.33 0.88 -0.71
As 1.20480 0.87150 -1.67307 0.79 -1.51 1.06
C 3.01533 1.75511 -1.59504 -0.03 0.29 -0.72
C -0.35383 2.89289 -0.94074 0.26 0.32 0.57
O -0.69888 2.10798 -0.06043 0.36 1.90 -1.41
O -0.27129 4.23642 -0.86642 -0.39 -0.92 0.53
C -0.52324 4.82690 0.43030 -1.01 -0.30 -0.30
C 0.15864 4.50677 -3.54699 -0.45 1.16 -0.14
O 1.03947 5.33711 -3.38800 -1.13 -1.38 -0.52
O -1.11967 4.83169 -3.92777 0.88 -0.17 -0.29
C -1.26897 6.16530 -4.45266 0.30 -0.01 1.14
C 2.45346 -0.38645 -5.07962 -0.15 0.58 0.32
O 2.64340 -0.38401 -6.29490 0.19 -0.44 1.99
O 3.17561 -1.12959 -4.10690 -0.91 0.86 -1.66
C 2.86496 -2.52616 -4.01450 0.06 -0.19 0.68
H -0.72987 -0.79420 -5.85272 -0.06 -0.72 0.33
H -1.40040 -2.51087 -5.84424 0.50 0.64 0.37
H 0.34028 -2.19198 -6.07036 0.10 -0.02 0.43
H 3.30577 2.34951 -5.88356 0.05 0.18 0.29
H 2.86650 3.83828 -4.89113 0.20 -0.26 0.27
H 2.47890 3.74581 -6.59306 -0.20 -0.32 0.20
H 3.07262 2.67490 -2.18096 -0.24 -0.06 -0.12
H 3.82130 1.11245 -1.94036 -0.10 -0.35 0.03
H 3.21039 2.02891 -0.54848 -0.42 -0.37 -0.04
H -1.07501 5.74234 0.17922 0.28 -0.17 0.48
H 0.43170 5.01479 0.90174 0.11 0.13 0.16
H -1.14389 4.13381 1.03566 0.44 0.55 -0.31
H -2.31454 6.27541 -4.71732 0.01 -0.07 -0.13
H -0.59643 6.30337 -5.29444 -0.07 0.07 -0.14
H -1.00334 6.87615 -3.65713 -0.10 -0.03 -0.37
H 2.41685 -2.90373 -4.93047 -0.23 0.03 0.02
H 2.22635 -2.68986 -3.11893 0.19 0.00 -0.75
H 3.80468 -3.05422 -3.86603 0.06 -0.01 0.04
```
Forces are in eV/Å.

No. 4
An isolated ion of composition CH2BrN2 and charge +1, computed with ωB97M-V with the def2-TZVPD basis set.

SMILES string = N=[N+]=CBr
ΔE to the lowest compared entry with this formula, charge and spin = 6.7 kcal/mol
E_tot = -2722.41767 a.u.
net charge = +1

Geometry as XYZ:
```
6
Properties=species:S:1:pos:R:3:forces:R:3
N 1.49929 -0.42633 0.25456 1.27 4.38 -1.97
N 0.38170 -0.15771 0.14619 -0.72 -0.81 -0.09
C -0.66720 0.31278 -0.27717 -2.74 1.50 0.38
Br -1.92030 1.45354 0.48634 0.49 0.09 0.78
H 1.87187 -1.23212 0.56635 0.91 -4.21 2.17
H -1.16536 0.04985 -1.17627 0.79 -0.96 -1.27
```
Forces are in eV/Å.

No. 5
C22H43N4OPPtSSi2Te as an isolated structure, computed with ωB97M-V with the def2-TZVPD basis set.

multiplicity = 5
ΔE to the lowest compared entry with this formula, charge and spin = 16.7 kcal/mol
E_tot = -2863.68315 a.u.
net charge = +2
expectation value of S² = 6.0376

Geometry as XYZ:
```
76
Properties=species:S:1:pos:R:3:forces:R:3
Pt -0.34993 0.32329 0.13120 0.11 0.04 -0.01
C 1.22367 3.34154 1.47724 0.06 -0.09 0.22
Si -0.17334 3.64888 0.29550 0.13 -0.02 0.01
C -1.13553 5.11595 0.88858 -0.20 0.13 0.05
C 0.49957 3.85580 -1.42389 -0.05 0.07 -0.17
C -1.34537 2.09599 0.07897 0.28 -0.48 -0.21
C -2.13729 2.05350 -1.15017 -0.18 0.06 -0.12
C -2.96698 3.05864 -1.64940 0.05 0.00 0.10
C -3.67147 2.81216 -2.81877 -0.02 -0.02 -0.04
C -3.52891 1.58556 -3.44729 0.04 -0.11 -0.02
C -2.66553 0.63473 -2.89221 -0.05 0.13 -0.07
N -1.99216 0.86932 -1.77970 -0.05 -0.06 0.01
Si -2.56516 1.46545 1.58637 -0.11 -0.17 0.16
C -1.55189 1.00872 3.06137 0.05 0.01 0.25
C -3.56582 0.04629 0.94434 -0.16 -0.09 -0.15
C -3.65372 2.92120 1.93219 -0.04 0.34 -0.08
H 1.68390 4.30916 1.71144 -0.06 -0.09 -0.03
H 2.00003 2.71831 1.02949 0.02 0.00 0.02
H 0.91474 2.89279 2.42543 0.07 0.05 -0.06
H -0.50852 6.00210 0.73056 -0.06 -0.08 0.03
H -1.34088 5.04352 1.96017 0.03 0.07 -0.09
H -2.07953 5.28090 0.36446 0.09 0.04 0.08
H 1.37893 4.50699 -1.39612 -0.07 -0.04 -0.02
H -0.23625 4.30959 -2.09399 0.09 -0.05 0.02
H 0.79842 2.89236 -1.84721 0.03 0.07 0.00
H -3.06199 4.00220 -1.12485 -0.01 -0.08 -0.06
H -4.32747 3.56691 -3.23431 0.02 -0.03 0.03
H -4.07228 1.35612 -4.35565 0.05 0.02 0.06
H -2.51811 -0.33144 -3.36302 -0.02 0.06 0.03
H -1.17782 -0.01479 2.98297 -0.03 0.07 0.01
H -2.18715 1.05920 3.95657 0.09 -0.01 -0.12
H -0.70674 1.68271 3.22084 -0.07 -0.07 0.04
H -2.96034 -0.76643 0.53693 -0.06 -0.01 0.04
H -4.25761 0.37745 0.16293 0.04 -0.07 0.08
H -4.16150 -0.35965 1.77101 0.05 0.06 -0.07
H -3.10146 3.78041 2.31931 -0.13 -0.10 -0.01
H -4.37626 2.60689 2.69683 0.08 0.01 -0.09
H -4.21320 3.23066 1.04467 0.02 -0.02 0.12
C 3.13913 -3.63724 0.13598 -0.12 0.16 0.13
N 1.73562 -3.21060 0.10449 -0.12 -0.22 0.00
C 0.87565 -3.91294 1.07724 0.17 0.12 -0.01
P 0.98579 -2.57747 -1.22754 0.33 -0.29 0.21
O -0.10364 -1.61950 -0.78469 -0.14 0.68 0.11
N 0.31199 -3.80268 -2.05863 -0.29 -0.06 -0.22
C -0.54709 -3.46472 -3.20124 0.10 -0.08 0.03
C 0.73260 -5.19970 -1.99942 -0.03 0.00 -0.05
N 2.12238 -1.81412 -2.13367 -0.12 0.16 -0.24
C 2.05681 -0.40004 -2.50534 0.13 -0.10 -0.02
C 2.94396 -2.61542 -3.05282 0.00 0.06 0.07
H 3.51215 -3.53722 1.15790 -0.03 0.00 -0.03
H 3.74830 -3.00732 -0.50623 -0.03 0.03 -0.03
H 3.25794 -4.68175 -0.16232 -0.01 -0.02 -0.02
H 1.08187 -3.54925 2.08776 0.02 0.01 -0.04
H 1.06591 -4.98769 1.06400 0.00 -0.01 -0.04
H -0.17614 -3.74388 0.85410 0.02 0.04 -0.01
H -0.91799 -2.44512 -3.10632 0.04 -0.01 0.04
H -1.40606 -4.13471 -3.22348 -0.01 -0.02 0.03
H -0.00996 -3.56170 -4.14999 0.01 -0.02 0.05
H 1.36656 -5.37928 -1.13639 0.01 0.02 0.00
H 1.28391 -5.48785 -2.89989 -0.02 0.04 0.02
H -0.14228 -5.84552 -1.91710 -0.02 0.01 0.00
H 1.28046 0.11492 -1.94861 -0.08 0.03 0.07
H 1.82584 -0.29434 -3.56912 0.00 -0.03 0.02
H 3.01046 0.09375 -2.31460 0.06 -0.01 0.01
H 2.89839 -3.67423 -2.80239 0.00 0.03 0.04
H 3.98667 -2.29947 -2.99538 -0.01 0.01 0.02
H 2.60461 -2.49173 -4.08462 -0.03 0.01 0.02
Te 2.09516 -0.26679 1.33268 0.19 0.03 -0.03
C 2.31044 -0.17499 3.36134 -0.20 -0.10 -0.14
C 3.55877 -0.04573 3.94478 0.16 0.08 0.15
C 3.50841 -0.13718 5.35052 0.14 0.02 -0.12
C 2.23774 -0.35591 5.81022 -0.04 -0.03 0.10
S 1.09572 -0.43515 4.55274 0.01 0.00 0.06
H 4.46779 0.12803 3.37902 -0.10 -0.07 0.07
H 4.37290 -0.05485 5.99588 -0.08 0.01 -0.05
H 1.92018 -0.47358 6.83832 0.03 0.01 -0.11
```
Forces are in eV/Å.

> Which of these has the lowest net charge?

C38H34As2EuN4O18S2

> Which of these has the highest net charge?

C32H57HfN4OP2